No. 1
Here is a molecular structure, C12H14BNO at a distorted geometry from the OMol25 dataset. Energies are from ωB97M-V/def2-TZVPD.

**Gap between HOMO and LUMO**: 0.2185 Eh
**Energy**: -16880.1187 eV
**LUMO level**: -0.460 eV

The geometry in ORCA input format:
```
! wB97M-V def2-TZVPD RIJCOSX def2/J DEFGRID3
* xyz 0 1
B -2.21534 0.17591 -0.23725
C 1.77331 1.88343 0.03076
C 1.05243 -0.52962 0.02415
C 3.03741 1.42580 0.00548
C 2.38468 -0.87733 -0.10864
C 0.72432 0.86331 0.11414
C 3.40336 0.08503 -0.18791
C -4.66643 -1.00592 -0.43664
C -4.15819 -1.04180 0.86675
C -4.49991 0.22817 -1.00600
C -3.45969 0.20616 1.05401
C -3.64100 0.99746 -0.19407
C 5.31562 -1.38467 -0.16943
N -0.54654 1.22212 0.43185
O 4.78976 -0.08850 -0.06632
H -1.98999 -0.59517 -0.94451
H 1.63657 2.93978 0.15741
H 0.23259 -1.29857 0.27150
H 3.94047 2.09319 0.15718
H 2.75579 -1.94239 -0.08234
H -5.16396 -1.91934 -0.81375
H -4.21635 -1.93303 1.63841
H -4.91627 0.49397 -1.96103
H -3.08160 0.53930 1.96540
H -3.75618 2.07721 -0.21675
H 4.94470 -1.92987 0.73822
H 6.33202 -1.02097 -0.37528
H 4.90764 -1.87336 -1.03272
H -0.91920 2.20969 0.37739
*
```



No. 2
Here is a molecular structure, C36H39N3O8Si2 from the OMol25 dataset. Energies are from ωB97M-V/def2-TZVPD.

**Gap between HOMO and LUMO**: 0.3063 Eh
**Energy**: -74572.0489 eV
**LUMO level**: -1.022 eV

The geometry in ORCA input format:
```
! wB97M-V def2-TZVPD RIJCOSX def2/J DEFGRID3
* xyz 0 1
C 5.18475 0.17323 0.03278
C 4.43729 -0.78133 -0.87864
C 4.72066 -0.55109 -2.35316
N 4.32938 0.80670 -2.79023
Si 2.72558 1.01385 -3.45997
N 1.70898 -0.39302 -3.35634
O 2.01274 2.34425 -2.78344
Si 1.13429 2.27523 -1.38246
C -0.53119 3.10145 -1.57747
C -1.53519 2.35278 -0.68610
O -2.19781 1.42575 -1.51019
C -3.05103 0.53880 -0.78948
C -4.21373 0.12337 -1.68495
C 1.99230 3.19271 0.05241
O 2.86408 2.44025 0.92045
N 2.18477 1.31199 1.44142
O 2.25715 1.28739 2.59885
H 4.88106 1.20734 -0.08270
H 4.96726 -0.10793 1.06589
H 6.26562 0.08773 -0.06960
H 3.36645 -0.76821 -0.65859
H 4.77380 -1.79613 -0.65074
H 4.28275 -1.35729 -2.94804
H 5.80059 -0.63838 -2.47856
H 4.97901 1.08275 -3.51715
H 2.87367 1.31892 -4.89770
H 1.79573 -0.84254 -2.44912
H 2.04419 -1.07598 -4.02861
H 0.89979 0.87599 -0.98668
H -0.49799 4.14965 -1.28132
H -0.88387 3.02397 -2.60307
H -0.99078 1.80186 0.09652
H -2.22566 3.03778 -0.18567
H -2.45361 -0.33272 -0.51255
H -3.40324 1.00944 0.12950
H -5.17627 0.36267 -1.24492
H -4.14323 -0.92414 -1.95964
H -4.13751 0.69487 -2.60770
H 1.20535 3.62482 0.67841
H 2.58405 4.02675 -0.31424
C -10.99196 4.55082 1.29696
C -10.81002 3.45591 0.45885
C -9.58153 3.23383 -0.13805
C -8.53052 4.11200 0.09273
C -8.71879 5.22192 0.91915
C -9.94997 5.43197 1.52653
C -7.61951 6.20230 1.15213
O -7.78012 7.16189 1.87524
C -6.31802 5.96901 0.46250
C -5.29391 6.89364 0.62160
C -4.07481 6.68712 -0.00016
C -3.87191 5.55259 -0.77856
C -4.89033 4.63026 -0.94601
C -6.11796 4.83801 -0.33181
C -7.21014 3.84566 -0.54608
O -7.02985 2.85355 -1.21986
H -11.95127 4.71771 1.76840
H -11.62940 2.77434 0.27324
H -9.42871 2.38285 -0.78687
H -10.08285 6.28809 2.17293
H -5.46089 7.77028 1.23160
H -3.27883 7.40962 0.12231
H -2.91562 5.38941 -1.25919
H -4.73643 3.74967 -1.55551
C 5.45811 -3.27742 3.36177
C 5.51274 -4.08303 4.49430
C 5.51100 -5.46148 4.36851
C 5.44380 -6.04227 3.10862
C 5.36876 -5.23328 1.97329
C 5.38608 -3.85166 2.10494
C 5.25215 -5.82676 0.61095
O 5.19253 -5.12256 -0.37521
C 5.20402 -7.31252 0.49910
C 5.04452 -7.89102 -0.75347
C 5.00993 -9.26864 -0.87832
C 5.14202 -10.07574 0.24661
C 5.29690 -9.50505 1.49774
C 5.32095 -8.12289 1.63046
C 5.45885 -7.52839 2.99157
O 5.57544 -8.23189 3.97186
H 5.46780 -2.20011 3.46195
H 5.55867 -3.63258 5.47679
H 5.55875 -6.09561 5.24262
H 5.33539 -3.23352 1.21944
H 4.94634 -7.25571 -1.62248
H 4.88128 -9.71746 -1.85423
H 5.12068 -11.15264 0.14547
H 5.39651 -10.12380 2.37845
*
```



No. 3
Here is a single C2H4Cl2O molecule at a distorted geometry from the OMol25 dataset. Energies are from ωB97M-V/def2-TZVPD.

**Gap between HOMO and LUMO**: 0.4191 Eh
**Energy**: -29229.8583 eV
**LUMO level**: 0.601 eV

The geometry in ORCA input format:
```
! wB97M-V def2-TZVPD RIJCOSX def2/J DEFGRID3
* xyz 0 1
O -1.34321 -0.82824 0.39214
C -0.57094 0.10121 -0.34375
C 0.65289 0.36087 0.36421
Cl 1.44746 1.55623 -0.58191
Cl 1.59820 -1.02376 0.87697
H -0.95922 -1.73049 -0.16818
H -0.31236 -0.19757 -1.35875
H -0.93671 1.05995 -0.51943
H 0.42389 0.70178 1.33869
*
```



No. 4
Here is a molecular structure, C5H4S at a distorted geometry from the OMol25 dataset. Energies are from ωB97M-V/def2-TZVPD.

**Gap between HOMO and LUMO**: 0.3202 Eh
**Energy**: -16077.8845 eV
**LUMO level**: -0.151 eV

The geometry in ORCA input format:
```
! wB97M-V def2-TZVPD RIJCOSX def2/J DEFGRID3
* xyz 0 1
C -1.12463 -2.02662 -0.30220
C -0.69967 -0.98589 0.33961
C 0.91894 0.38130 -0.09448
C -0.33646 0.04500 -0.88211
C -0.08467 0.09821 1.08577
S -1.32712 1.32511 0.01852
H 1.80158 -0.21984 -0.14429
H 1.26508 1.32025 -0.18010
H -0.39945 -0.24151 -2.00502
H -0.01361 0.30399 2.16431
*
```



No. 5
Here is a molecular structure, C23H23BrClFN2O4PdS from the OMol25 dataset. Energies are from ωB97M-V/def2-TZVPD.

**Gap between HOMO and LUMO**: 0.1334 Eh
**Energy**: -134992.0819 eV
**LUMO level**: 4.004 eV

The geometry in ORCA input format:
```
! wB97M-V def2-TZVPD RIJCOSX def2/J DEFGRID3
* xyz -2 1
Pd -0.03500 -0.04252 0.26203
Br 1.54149 6.29003 4.04234
C 0.88119 4.60464 3.40322
C 1.18208 4.17852 2.10929
C 0.70879 2.97281 1.64496
C -0.10108 2.11423 2.44243
C -0.36408 2.58183 3.76490
C 0.11760 3.80374 4.22326
N -0.57689 0.95757 1.94706
C -1.49995 0.18892 2.69645
C -1.85887 -1.01812 2.22668
C -2.82484 -1.92042 2.83258
C -3.13287 -3.09551 2.24678
C -2.50202 -3.48138 1.01354
C -1.58440 -2.61479 0.48090
N -1.25210 -1.43567 1.02220
H 1.79380 4.79757 1.46326
H 0.95141 2.64636 0.64396
H -0.92472 1.97673 4.45782
H -0.10291 4.11918 5.23627
H -1.94669 0.57745 3.59625
H -3.28818 -1.61505 3.76423
H -3.85907 -3.75530 2.71259
H -2.71417 -4.41789 0.51853
H -1.07228 -2.86909 -0.43592
F 2.41753 0.52438 0.77438
C 0.37137 -6.54250 -3.88716
C -0.76011 -5.56732 -3.71908
C -2.08084 -5.96247 -3.80076
C -3.10395 -5.04085 -3.62468
Cl -4.77325 -5.58281 -3.73365
C -2.82349 -3.71992 -3.35307
C -1.50073 -3.29959 -3.27736
C -0.47338 -4.21771 -3.46532
O 0.84538 -3.91039 -3.44323
C 1.23777 -2.56844 -3.12474
C 0.99839 -2.17630 -1.65702
O 1.55737 -2.82968 -0.79826
O 0.24627 -1.13208 -1.55408
H -0.00856 -7.56252 -3.95833
H 1.06214 -6.47679 -3.04550
H 0.95207 -6.32086 -4.78557
H -2.32115 -7.00198 -3.99006
H -3.62485 -3.01526 -3.17599
H -1.28072 -2.27173 -3.01854
H 0.75925 -1.86351 -3.80817
H 2.31364 -2.56412 -3.28724
C 3.45255 2.18121 -0.94441
S 2.25559 0.92217 -1.33928
C 2.27585 1.28851 -3.12431
O 0.87667 1.53968 -1.01249
H 4.41845 1.88468 -1.36063
H 3.49361 2.21271 0.14066
H 3.11678 3.12863 -1.37479
H 3.27304 1.08689 -3.52616
H 1.98393 2.32668 -3.30381
H 1.54449 0.61793 -3.57762
*
```



- What is the formula in the third record?
  C2H4Cl2O



- Which value of LUMO level does entry 5 give?
  4.004 eV



- Among the records above, which one has the highest LUMO level?
  C23H23BrClFN2O4PdS